(1)
20
Properties=species:S:1:pos:R:3 method="wB97M-V/def2-TZVPD" molar_mass_g_mol=103.165 lumo_energy_ev=0.93 smiles="C=NCCCC.O"
C -0.868 3.200 0.580
C -0.636 1.724 0.300
C -1.311 0.752 1.419
C -1.097 -0.806 1.629
C 0.840 -1.864 2.301
N 0.274 -1.116 1.442
H -0.911 3.879 -0.256
H -1.880 3.263 1.153
H -0.073 3.651 1.135
H -1.136 1.544 -0.632
H 0.411 1.490 0.116
H -0.841 1.292 2.192
H -2.347 1.023 1.610
H -1.762 -1.219 0.844
H -1.398 -0.981 2.659
H 1.653 -2.567 2.058
H 0.609 -1.657 3.363
H 1.804 -2.129 -6.748
H 3.030 -1.313 -6.420
O 2.419 -2.062 -6.067

(2)
12
Properties=species:S:1:pos:R:3 method="wB97M-V/def2-TZVPD" molar_mass_g_mol=120.048 lumo_energy_ev=-0.19 smiles="[H]/N=N/POCC=O"
C 1.453 -0.722 -0.244
C 2.034 0.650 0.275
N -1.898 0.579 -0.161
N -3.060 0.998 -0.121
O 0.080 -0.815 -0.177
O 3.052 0.872 0.788
P -1.262 -0.500 0.916
H 1.293 1.579 0.207
H -2.045 -1.532 0.352
H -3.482 1.353 -1.065
H 1.974 -1.521 0.485
H 1.862 -0.941 -1.255

(3)
130
Properties=species:S:1:pos:R:3 method="wB97M-V/def2-TZVPD" molar_mass_g_mol=843.995 lumo_energy_ev=-1.33
C 4.432 -19.305 6.169
C 3.370 -19.645 7.249
C 3.500 -18.892 8.533
C 2.471 -19.207 9.593
N 2.621 -18.436 10.967
C 1.490 -18.815 11.974
C 2.172 -19.550 13.087
C 3.620 -19.021 13.089
C 3.983 -18.805 11.599
C 2.538 -16.897 10.712
C 1.154 -16.286 10.078
C 1.454 -14.815 9.797
H 5.385 -19.388 6.691
H 4.496 -18.259 5.869
H 4.414 -20.024 5.349
H 3.383 -20.709 7.483
H 2.358 -19.475 6.880
H 3.637 -17.827 8.347
H 4.439 -19.143 9.028
H 2.411 -20.280 9.771
H 1.481 -19.106 9.148
H 1.005 -17.933 12.393
H 0.740 -19.349 11.390
H 1.645 -19.414 14.032
H 2.215 -20.629 12.940
H 3.877 -18.226 13.789
H 4.250 -19.796 13.525
H 4.670 -17.971 11.458
H 4.395 -19.698 11.129
H 3.272 -16.746 9.921
H 2.791 -16.397 11.647
H 0.374 -16.251 10.839
H 0.874 -16.662 9.094
H 2.099 -14.419 10.582
H 0.539 -14.224 9.752
H 2.095 -14.679 8.927
C 4.687 -16.036 21.802
C 3.741 -16.961 22.544
C 3.242 -16.424 23.835
C 1.839 -15.819 23.703
N 1.221 -15.390 25.048
C 0.896 -16.530 26.051
C -0.405 -17.130 25.597
C -1.217 -16.065 24.856
C -0.240 -14.845 24.767
C 2.045 -14.265 25.734
C 1.636 -13.515 26.940
C 2.768 -12.392 27.174
H 5.285 -15.482 22.526
H 4.015 -15.265 21.426
H 5.281 -16.710 21.186
H 4.368 -17.813 22.808
H 3.030 -17.506 21.922
H 3.725 -15.482 24.096
H 3.390 -17.096 24.680
H 1.086 -16.467 23.254
H 1.877 -14.993 22.993
H 0.810 -16.084 27.042
H 1.820 -17.106 26.008
H -1.049 -17.291 26.462
H -0.465 -18.119 25.143
H -2.187 -15.896 25.323
H -1.363 -16.343 23.812
H -0.644 -14.189 25.538
H -0.422 -14.379 23.798
H 2.049 -13.597 24.872
H 3.068 -14.618 25.863
H 1.578 -14.187 27.796
H 0.682 -13.010 26.787
H 2.464 -11.874 28.083
H 2.942 -11.801 26.275
H 3.656 -12.816 27.641
C -0.614 -11.621 16.714
C -0.794 -13.043 17.019
O 0.055 -13.817 16.752
N -2.187 -13.487 17.459
H -2.514 -12.811 18.135
H -2.788 -13.361 16.658
C -2.281 -14.911 18.021
H -0.491 -10.860 17.484
H -1.470 -11.183 16.200
H 0.143 -11.412 15.958
H -1.551 -15.082 18.812
H -2.305 -15.704 17.272
H -3.248 -14.715 18.483
C -4.222 -22.173 20.481
O -4.651 -22.484 21.851
O -2.886 -21.773 20.654
C -4.506 -23.427 19.460
F -5.696 -23.242 18.884
F -3.708 -23.529 18.403
F -4.648 -24.593 20.067
C -6.058 -22.558 22.045
C -6.301 -23.127 23.476
H -6.090 -24.187 23.617
H -5.850 -22.511 24.254
H -7.368 -23.116 23.701
H -6.464 -23.391 21.471
H -6.687 -21.669 22.032
H -4.777 -21.275 20.209
C -2.746 -7.341 20.888
O -2.457 -6.820 19.580
O -3.121 -8.697 20.795
C -1.877 -6.740 22.056
F -2.345 -7.051 23.229
F -0.621 -7.285 22.145
F -1.794 -5.426 21.986
C -3.144 -5.555 19.166
C -2.725 -5.523 17.680
H -2.937 -6.548 17.375
H -3.306 -4.722 17.223
H -1.673 -5.332 17.469
H -2.770 -4.660 19.664
H -4.230 -5.607 19.087
H -3.648 -6.779 21.130
C -6.947 -14.212 13.832
O -7.302 -14.836 15.123
O -5.912 -13.290 14.037
C -6.541 -15.319 12.774
F -5.686 -16.182 13.358
F -7.480 -16.045 12.301
F -5.931 -14.895 11.623
C -8.652 -15.041 15.387
C -8.767 -15.789 16.721
H -9.821 -15.910 16.967
H -8.254 -16.751 16.737
H -8.212 -15.181 17.436
H -9.009 -15.768 14.658
H -9.378 -14.236 15.282
H -7.786 -13.624 13.460

(4)
64
Properties=species:S:1:pos:R:3 method="wB97M-V/def2-TZVPD" molar_mass_g_mol=465.122 lumo_energy_ev=-7.45 charge=+3
Sr -0.537 -0.007 0.543
C -2.417 -0.433 3.292
C -2.336 -1.886 2.865
O -1.792 -1.889 1.534
C -2.188 -2.935 0.631
C -2.923 -2.296 -0.525
O -2.075 -1.276 -1.095
C -2.792 -0.352 -1.935
C -3.166 0.903 -1.175
O -1.941 1.515 -0.737
C -2.086 2.759 -0.030
C -0.700 3.344 0.162
O 0.190 2.353 0.711
C 0.843 2.689 1.947
C 1.910 1.639 2.211
O 1.417 0.290 2.102
C 1.106 -0.378 3.338
C -0.150 0.167 3.988
O -1.192 0.260 2.998
H -2.675 -0.353 4.349
H -3.190 0.081 2.719
H -3.340 -2.315 2.881
H -1.694 -2.480 3.519
H -2.838 -3.664 1.116
H -1.286 -3.452 0.298
H -3.852 -1.843 -0.169
H -3.166 -3.040 -1.287
H -3.686 -0.820 -2.349
H -2.136 -0.094 -2.767
H -3.796 0.672 -0.308
H -3.721 1.581 -1.827
H -2.583 2.583 0.931
H -2.691 3.463 -0.606
H -0.767 4.216 0.813
H -0.290 3.663 -0.797
H 0.100 2.735 2.747
H 1.332 3.662 1.871
H 2.350 1.811 3.196
H 2.705 1.730 1.470
H 1.948 -0.319 4.032
H 0.968 -1.427 3.065
H 0.005 1.162 4.407
H -0.438 -0.495 4.806
C 3.370 0.744 -2.843
C 2.144 0.925 -1.917
N 1.518 -0.374 -1.604
C 0.993 -0.957 -2.854
C 2.103 -1.064 -3.927
N 3.401 -0.693 -3.272
C 3.650 -1.577 -2.087
C 2.544 -1.279 -1.048
H 4.311 0.955 -2.339
H 3.311 1.361 -3.737
H 1.396 1.560 -2.390
H 2.447 1.407 -0.988
H 0.187 -0.326 -3.224
H 0.575 -1.937 -2.633
H 1.948 -0.380 -4.759
H 2.203 -2.073 -4.323
H 4.157 -0.822 -3.945
H 4.646 -1.360 -1.707
H 3.631 -2.608 -2.436
H 2.967 -0.814 -0.158
H 2.069 -2.212 -0.745

Number 1: HOMO level -9.0 eV, DFT total energy -328.19837 hartree. Number 2: HOMO level -8.8 eV, DFT total energy -680.41916 hartree. Number 3: HOMO level -4.9 eV, DFT total energy -3043.29061 hartree. Number 4: HOMO level -18.8 eV, DFT total energy -1298.86993 hartree.